No. 1
A structure of composition C32H28N4O6STi in a non-equilibrium geometry, computed with ωB97M-V/def2-TZVPD.

XYZ file:
```
72
Properties=species:S:1:pos:R:3
Ti 0.0562 -0.4489 1.1918
C -1.4176 3.7963 1.3022
O -2.5326 2.8663 1.5209
C -2.0039 1.6687 1.4971
N -0.7310 1.5508 1.3887
C -0.1511 2.9199 1.4061
C 0.8972 3.1779 0.3566
C 2.2258 3.2691 0.7531
C 3.2240 3.5048 -0.1810
C 2.8944 3.6563 -1.5192
C 1.5667 3.5597 -1.9206
C 0.5712 3.3139 -0.9883
C -2.8175 0.4560 1.7219
C -4.1802 0.3705 1.9086
C -4.7030 -0.8755 2.2582
C -3.8605 -1.9650 2.4540
C -2.5066 -1.7722 2.2445
N -2.0166 -0.6014 1.8488
C -1.4071 -2.7231 2.4871
N -0.2039 -2.3200 2.3258
C 0.7018 -3.4281 2.6889
C -0.2952 -4.5695 3.0196
O -1.6211 -3.9473 2.9216
C 1.6683 -3.7381 1.5738
C 3.0349 -3.6695 1.7952
C 3.9203 -3.9432 0.7612
C 3.4396 -4.2832 -0.4950
C 2.0695 -4.3459 -0.7232
C 1.1867 -4.0733 0.3091
H -1.4775 4.5666 2.0637
H -1.5488 4.2356 0.3168
H 0.3201 3.0330 2.3834
H 2.4833 3.1497 1.7996
H 4.2557 3.5738 0.1388
H 3.6685 3.8534 -2.2492
H 1.3074 3.6746 -2.9641
H -0.4560 3.2093 -1.3273
H -4.8045 1.2468 1.8031
H -5.7679 -0.9872 2.4106
H -4.2328 -2.9279 2.7733
H 1.2632 -3.1160 3.5695
H -0.1884 -4.9613 4.0262
H -0.2571 -5.3786 2.2951
H 3.4140 -3.3713 2.7650
H 4.9850 -3.8716 0.9364
H 4.1305 -4.4901 -1.3017
H 1.6895 -4.5860 -1.7065
H 0.1184 -4.1070 0.1209
C -2.8773 3.2199 -4.5843
C -2.0909 2.1846 -3.8263
C -2.6568 1.5015 -2.7525
C -1.9293 0.5551 -2.0461
C -0.6136 0.3007 -2.4068
C -0.0332 0.9566 -3.4824
C -0.7756 1.8875 -4.1844
S 0.3814 -0.8262 -1.4840
O 1.0702 -1.7170 -2.3599
O -0.6075 -1.4689 -0.5297
N 1.2420 0.0798 -0.5288
C 2.6598 -0.2326 -0.2654
C 2.8849 -0.4009 1.2404
O 3.9738 -0.6953 1.6586
O 1.8106 -0.2126 2.0034
H -3.9402 2.9819 -4.5864
H -2.5356 3.2936 -5.6155
H -2.7612 4.2057 -4.1287
H -3.6883 1.6945 -2.4810
H -2.3806 -0.0044 -1.2374
H 0.9891 0.7342 -3.7637
H -0.3304 2.3934 -5.0330
H 3.3128 0.5690 -0.6095
H 2.9846 -1.1517 -0.7578
```

Results
LUMO energy (spin up / spin down): -4.1 / -4.2 eV
<S²>: 0.754
Orbital gap (spin up / spin down): 6.52 / 7.31 eV
Multiplicity: 2
HOMO level (spin up / spin down): -0.3892 / -0.4222 Ha
Total charge: +1

No. 2
A cluster of 2 separate species, C3H10N2O2S in total in a non-equilibrium geometry, computed with ωB97M-V/def2-TZVPD.

XYZ file:
```
18
Properties=species:S:1:pos:R:3
N 0.0656 1.9560 -1.2528
C 0.0257 0.6103 -1.1214
O 0.6995 -0.1301 -1.8214
C -0.9111 0.0705 -0.0255
N -1.3273 -1.2883 -0.2971
C -0.1889 0.1101 1.3164
S -1.3865 0.2028 2.7151
H -0.4576 2.5493 -0.6295
H 0.7435 2.3760 -1.8678
H -1.8066 0.6983 -0.0559
H -1.9911 -1.3301 -1.0566
H -0.5191 -1.8543 -0.5238
H 0.4377 0.9820 1.4691
H 0.3479 -0.8255 1.4203
H -1.8365 -1.0495 2.6070
O 2.6293 -0.8215 0.0346
H 3.3839 -1.3952 -0.1390
H 2.0914 -0.8610 -0.7717
```

Results
LUMO energy: 0.7 eV
SMILES: NC(=O)[C@@H](N)CS.O
Orbital gap: 9.66 eV
Relative energy (zero: lowest compared OMol25 entry of this formula, charge and spin): 0.4031 eV
HOMO level: -0.3292 Ha
Total charge: 0

No. 3
A structure of composition C29H35Br43F6N3O in a non-equilibrium geometry, computed with ωB97M-V/def2-TZVPD.

XYZ file:
```
117
Properties=species:S:1:pos:R:3
C 2.2877 0.7846 3.0009
C 3.5451 0.2344 2.3385
C 3.5052 -1.2749 2.0739
Br 4.8662 -1.8497 0.8353
N 2.1954 -1.8002 1.6462
C 1.4730 -1.5527 0.4575
C 1.8822 -0.6105 -0.6307
C 1.2746 0.7962 -0.6397
N -0.1819 0.8008 -0.8111
C -0.9472 0.7499 0.4591
C -1.2039 2.1013 1.1259
C -0.6144 1.8759 -1.6343
C -2.0442 1.7859 -2.0907
O 0.1282 2.7519 -1.9679
C 0.3462 -2.3590 0.4863
C -0.7768 -2.4836 -0.4898
N 0.4032 -3.0855 1.7044
C -0.5158 -4.0762 2.2566
F 0.1945 -5.1402 2.6502
F -1.3710 -4.4379 1.3057
C -1.3240 -3.5074 3.4765
F -0.7131 -3.8011 4.6151
F -2.5539 -4.0074 3.4692
F -1.4005 -2.1716 3.3591
C 1.5193 -2.6871 2.3527
F 1.8887 -3.1545 3.5052
H 1.4416 0.8117 2.3215
H 2.4735 1.8155 3.3152
H 1.9964 0.2108 3.8832
H 3.8241 0.7820 1.4317
H 4.3781 0.3768 3.0355
H 3.7620 -1.8000 2.9945
H 2.9709 -0.5132 -0.6381
H 1.6074 -1.1008 -1.5698
H 1.7015 1.2966 -1.5086
H 1.6035 1.3924 0.2195
H -0.4077 0.1100 1.1529
H -1.9048 0.2521 0.2702
H -0.3422 2.7687 1.0456
H -2.0857 2.5934 0.7095
H -1.4048 1.9367 2.1904
H -2.5966 1.0229 -1.5480
H -2.5181 2.7597 -1.9320
H -2.0522 1.5701 -3.1603
H -0.6080 -1.7853 -1.3144
H -1.7348 -2.2237 -0.0299
H -0.8520 -3.4956 -0.8918
C 6.4435 1.5493 -1.3811
Br 6.8415 1.5529 0.4952
Br 7.0534 -0.0594 -2.2352
Br 4.5709 1.8627 -1.7000
H 6.9837 2.3809 -1.8126
C 7.8414 5.6825 -1.3961
Br 8.2724 5.5722 0.4675
Br 8.6260 4.2122 -2.3689
Br 5.9453 5.7470 -1.6903
H 8.2713 6.5901 -1.7937
C -5.1261 0.9981 -4.5533
Br -5.8038 2.3702 -3.4001
Br -3.7342 1.6549 -5.7061
Br -4.5437 -0.5257 -3.5297
H -5.9386 0.6668 -5.1839
C 4.9186 -6.0353 -0.6523
Br 6.4929 -4.9349 -0.6603
Br 3.6367 -5.4523 0.6661
Br 4.1128 -6.1549 -2.3879
H 5.2261 -7.0291 -0.3612
C -9.7725 2.0894 -1.8671
Br -9.1660 3.6368 -0.9035
Br -10.0899 2.4952 -3.7191
Br -8.5529 0.6188 -1.6651
H -10.7183 1.7865 -1.4369
C 0.6926 1.9695 6.5663
Br -0.2570 0.5426 5.6745
Br -0.1452 2.4234 8.2263
Br 2.5497 1.5292 6.8044
H 0.6415 2.8358 5.9227
C -13.5000 3.5364 -0.6793
Br -13.7075 1.6491 -1.0024
Br -15.1921 4.4280 -0.5393
Br -12.3849 3.8595 0.8519
H -12.9887 3.9466 -1.5391
C 11.5381 2.8741 2.3128
Br 13.0701 3.9965 2.5846
Br 10.1028 3.3354 3.5142
Br 10.9398 2.9157 0.4889
H 11.8320 1.8601 2.5398
C -1.2193 -7.1451 -0.0256
Br -0.9968 -9.0269 -0.2713
Br 0.2649 -6.1436 -0.7431
Br -2.8919 -6.5105 -0.7312
H -1.2342 -6.9650 1.0397
C 7.1035 7.5959 -5.5341
Br 6.9113 5.6872 -5.6627
Br 5.4309 8.4416 -5.1313
Br 8.4797 8.0910 -4.2787
H 7.4233 7.9494 -6.5032
C -3.4151 -9.6479 3.3833
Br -1.7137 -10.5272 3.2706
Br -3.3064 -7.7886 2.8783
Br -4.7518 -10.5624 2.3542
H -3.7315 -9.6731 4.4166
C 1.4489 6.9130 -4.7847
Br 2.3814 6.5304 -6.4201
Br 2.5805 6.7147 -3.2414
Br 0.6462 8.6595 -4.8332
H 0.6508 6.1896 -4.6949
C -7.2944 -10.7784 5.1866
Br -7.5240 -12.6770 5.3370
Br -8.9209 -9.8266 5.5512
Br -5.8534 -10.1560 6.3063
H -7.0127 -10.5655 4.1660
C -3.8795 5.7954 -5.3224
Br -2.3057 6.8959 -5.1826
Br -5.2827 6.4500 -4.1847
Br -4.4627 5.6384 -7.1464
H -3.6212 4.8027 -4.9802
```

Results
LUMO energy: -2.5 eV
Orbital gap: 8.88 eV
HOMO level: -0.4186 Ha
Total charge: +1